# CH3NO

A 2-piece molecular cluster, CH3NO overall (ωB97M-V/def2-TZVPD, the Open Molecules 2025 dataset).

Summary:
LUMO = 1.119 eV
frontier orbital gap = 0.421 hartree
charge = 0
spin multiplicity = 1
E_HOMO = -10.33 eV

Atoms and positions in Å:
C: 2.38217 -0.23271 0.91180
N: -1.07113 -0.17551 -0.55346
O: 2.58250 0.74922 0.39555
H: -0.92092 0.70579 -0.25567
H: -0.91120 -0.74842 0.25905
H: -2.06141 -0.29837 -0.75726

Forces on the atoms, in the same order (eV/Å):
C 0.0 0.3 -0.2
N -0.9 -3.7 -1.0
O -0.1 -0.3 0.2
H 0.5 3.8 1.0
H 0.2 -0.4 0.2
H 0.2 0.2 -0.1

Here are the Löwdin charges for atoms 1 to 4, given in e: atom 1 (C): -0.018, atom 2 (N): 0.034, atom 3 (O): 0.016, atom 4 (H): -0.053

# CH3NO

A 2-piece molecular cluster, CH3NO overall (ωB97M-V/def2-TZVPD, the Open Molecules 2025 dataset).

Summary:
LUMO (alpha / beta) = 0.730 / -4.625 eV
expectation value of S² = 2.0099
frontier orbital gap (alpha / beta) = 0.281 / 0.193 hartree
charge = 0
spin multiplicity = 3
E_HOMO (alpha / beta) = -6.92 / -9.89 eV

Atoms and positions in Å:
C: 2.12240 -0.02659 1.41703
N: -1.21622 -0.11434 -0.36757
O: 2.22189 0.88100 0.75522
H: -0.91819 0.53082 -1.14761
H: -1.78855 -0.83232 -0.72438
H: -0.42133 -0.43857 0.06731

Forces on the atoms, in the same order (eV/Å):
C -0.7 -6.0 4.4
N -0.9 3.2 -1.8
O 0.6 6.0 -4.4
H -0.6 -1.2 1.2
H -0.5 -0.9 -0.4
H 2.0 -1.1 1.0

Here are the Löwdin charges for atoms 1 to 4, given in e: atom 1 (C): 0.002, atom 2 (N): 0.027, atom 3 (O): 0.014, atom 4 (H): 0.044

# CH3NO2

A single CH3NO2 molecule (ωB97M-V/def2-TZVPD, the Open Molecules 2025 dataset).

Summary:
SMILES string = O=CNO
LUMO = 0.968 eV
frontier orbital gap = 0.368 hartree
charge = 0
spin multiplicity = 1
E_HOMO = -9.03 eV

Atoms and positions in Å:
O: -1.63550 0.87614 -0.07688
C: -0.56146 0.90098 0.36828
N: 0.75528 -0.22420 -0.02301
O: 0.48266 -1.44581 -0.70092
H: -0.33982 1.60993 1.07389
H: 1.08529 -0.50250 0.94836
H: 0.21355 -1.21453 -1.58971

Forces on atoms 1 to 6 (eV/Å):
O -1.2 -0.5 -1.4
C 1.8 -4.7 -1.7
N -1.4 2.5 1.8
O -0.6 0.3 1.2
H 1.9 1.8 2.0
H -0.6 0.1 -1.7

Here are the Löwdin charges for atoms 1 to 4, given in e: atom 1 (O): 0.094, atom 2 (C): -0.165, atom 3 (N): -0.076, atom 4 (O): -0.109

# CH3NO2

A single CH3NO2 molecule (ωB97M-V/def2-TZVPD, the Open Molecules 2025 dataset).

Summary:
SMILES string = NC(=O)O
LUMO = 0.427 eV
frontier orbital gap = 0.409 hartree
charge = 0
spin multiplicity = 1
E_HOMO = -10.70 eV

Atoms and positions in Å:
N: 1.12895 -0.45868 0.35218
C: -0.02859 0.12395 -0.11025
O: -0.04261 1.04091 -0.87991
O: -1.17743 -0.39875 0.38944
H: 1.12959 -1.36962 0.78984
H: 1.92106 -0.25637 -0.23907
H: -1.03840 -0.90149 1.20203

Forces on atoms 1 to 6 (eV/Å):
N 0.2 -0.1 -0.1
C 0.1 -0.1 0.2
O -0.1 -0.1 -0.1
O -0.2 0.1 0.1
H -0.1 0.2 -0.2
H 0.0 0.0 0.2

Here are the Löwdin charges for atoms 1 to 4, given in e: atom 1 (N): 0.150, atom 2 (C): -0.664, atom 3 (O): 0.099, atom 4 (O): 0.100

# CH3NO2P

CH3NO2P as an isolated structure (ωB97M-V/def2-TZVPD, the Open Molecules 2025 dataset).

Summary:
LUMO = 4.596 eV
frontier orbital gap = 0.306 hartree
charge = -1
spin multiplicity = 1
E_HOMO = -3.73 eV

Atoms and positions in Å:
C: -2.45641 0.01184 -0.03812
N: -1.03296 -0.50178 -0.44779
O: -3.29188 -0.84140 0.16811
O: -2.30480 1.27059 0.02512
P: -0.06548 0.87942 -0.14478
H: -0.58438 -1.30938 -0.06042
H: -0.56255 1.71315 -1.16240
H: 0.89729 0.53086 -1.05333

Forces on atoms 1 to 6 (eV/Å):
C 3.6 -0.2 0.0
N -1.1 1.1 -0.1
O -1.2 0.2 0.1
O -2.3 -1.1 0.4
P -0.4 1.0 0.0
H -0.6 -0.8 0.3

Here are the Löwdin charges for atoms 1 to 4, given in e: atom 1 (C): -0.802, atom 2 (N): -0.282, atom 3 (O): -0.039, atom 4 (O): -0.230

# CH3NO2S2

A single CH3NO2S2 molecule (ωB97M-V/def2-TZVPD, the Open Molecules 2025 dataset).

Summary:
SMILES string = NS(=O)(=O)C=S
LUMO (alpha / beta) = -2.502 / -2.499 eV
frontier orbital gap (alpha / beta) = 0.256 / 0.256 hartree
charge = 0
spin multiplicity = 1
E_HOMO (alpha / beta) = -9.47 / -9.47 eV

Atoms and positions in Å:
N: -0.76095 -1.16003 0.01302
S: 0.45970 -0.06450 0.47736
O: 0.19994 0.83162 1.57159
O: 1.60457 -0.86787 0.56989
C: 0.44123 0.95141 -0.96512
S: -0.70390 2.54530 -0.55701
H: -0.50852 -2.12810 0.32390
H: -1.66934 -1.01739 0.56191
H: 0.93727 0.90956 -1.99554

Forces on atoms 1 to 6 (eV/Å):
N -1.5 -0.2 2.2
S -1.4 0.4 0.8
O -0.6 -1.1 -0.6
O 2.0 -1.2 -0.5
C -3.6 6.1 0.0
S 3.9 -5.2 -2.1

Here are the Löwdin charges for atoms 1 to 4, given in e: atom 1 (N): -0.098, atom 2 (S): 0.404, atom 3 (O): -0.364, atom 4 (O): -0.297

# CH3NO2S2

A 2-piece molecular cluster, CH3NO2S2 overall (ωB97M-V/def2-TZVPD, the Open Molecules 2025 dataset).

Summary:
LUMO = -0.267 eV
frontier orbital gap = 0.319 hartree
charge = 0
spin multiplicity = 1
E_HOMO = -8.96 eV

Atoms and positions in Å:
C: -0.27980 0.42394 -1.00658
N: -0.98330 -0.79524 1.64333
O: 0.08246 0.02706 2.26786
O: -0.54487 -1.77110 1.12175
S: 1.03749 -0.71048 -1.26514
S: -0.51616 1.66788 -2.01082
H: -0.19354 0.97687 2.26112
H: 0.87125 -1.45601 -0.07246
H: 0.52646 1.63711 -2.93906

Forces on atoms 1 to 6 (eV/Å):
C 1.4 -2.0 0.7
N 1.1 -0.7 -0.9
O -0.2 -0.7 -0.8
O -0.8 2.4 2.2
S -1.3 0.7 1.2
S 0.5 0.6 -1.0

Here are the Löwdin charges for atoms 1 to 4, given in e: atom 1 (C): -1.051, atom 2 (N): -0.029, atom 3 (O): -0.080, atom 4 (O): -0.054

# CH3NO3

A 2-piece molecular cluster, CH3NO3 overall (ωB97M-V/def2-TZVPD, the Open Molecules 2025 dataset).

Summary:
LUMO (alpha / beta) = -1.190 / -1.568 eV
frontier orbital gap (alpha / beta) = 0.297 / 0.345 hartree
charge = 0
spin multiplicity = 1
E_HOMO (alpha / beta) = -9.27 / -10.94 eV

Atoms and positions in Å:
C: 0.20384 0.14071 0.61338
N: 1.52271 0.16700 0.17614
O: 1.76868 1.23989 -0.40078
O: 2.24283 -0.81656 0.40700
O: -0.61874 1.15851 0.47853
H: -0.09693 -1.15527 -1.24191
H: -0.22222 -0.70521 1.30689
H: -0.25416 1.86320 -0.22239

Forces on atoms 1 to 6 (eV/Å):
C -2.7 -2.6 1.2
N -0.5 0.1 0.3
O 1.2 -0.5 -0.2
O -0.3 1.4 -0.4
O 1.3 1.8 -1.9
H 0.0 0.3 0.5

Here are the Löwdin charges for atoms 1 to 4, given in e: atom 1 (C): -0.198, atom 2 (N): -0.435, atom 3 (O): 0.018, atom 4 (O): 0.038

Energy relative to the best compared isomer or geometry (same formula, charge and spin): 14.2, 50.6, 100.3, 7.6, 11.1, 81.0, 106.2, 140.2 (kcal/mol)
F_max: 3.97, 7.48, 5.34, 0.32, 3.58, 7.09, 3.31, 3.93 (eV Å⁻¹)